Formula: C33H43Br2N3O12
Source: the OMol25 dataset
Level of theory: ωB97M-V with the def2-TZVPD basis set

Geometry (Å):
C: 15.5977 13.0386 8.4539
C: 15.1281 12.0356 9.4503
C: 15.2601 12.4839 10.9011
O: 14.0641 11.9553 11.4849
C: 13.1369 11.8574 10.5188
O: 11.9625 11.6566 10.7191
O: 13.6908 12.0125 9.3401
H: 15.1424 14.0302 8.6639
H: 15.3414 12.8106 7.4459
H: 16.7304 13.1669 8.4092
H: 15.5394 11.0165 9.2670
H: 15.3758 13.5113 10.9488
H: 16.0875 11.9859 11.2904
C: 8.9188 9.1560 18.2180
C: 7.8227 8.2715 17.7563
C: 8.0858 7.1390 16.7685
O: 7.1861 6.0968 17.1943
C: 6.9948 6.2469 18.5447
O: 6.6534 5.3744 19.2868
O: 7.4277 7.4451 18.9039
H: 9.1105 9.9260 17.5133
H: 9.8353 8.6003 18.4282
H: 8.5815 9.6470 19.1411
H: 6.9027 8.8061 17.5127
H: 9.0684 6.7368 16.8531
H: 7.8289 7.4133 15.7352
C: 10.2468 15.3694 10.6569
C: 11.4296 16.3875 10.5573
C: 12.8046 15.8190 11.0205
O: 13.2229 15.0834 9.9099
C: 12.6250 15.6755 8.7807
O: 12.9254 15.4565 7.6580
O: 11.7563 16.6598 9.1978
H: 9.8232 15.3687 11.6354
H: 10.5716 14.3257 10.4712
H: 9.4711 15.7219 10.0121
H: 11.1344 17.2787 11.0214
H: 12.6433 15.0903 11.8181
H: 13.5094 16.6190 11.2464
C: 7.9689 12.6940 13.3680
C: 9.2562 11.9342 13.7880
C: 10.6606 12.5033 13.5332
O: 11.3852 12.2332 14.7792
C: 10.5134 11.9032 15.7556
O: 10.7539 11.7344 16.9106
O: 9.2704 11.7133 15.2274
H: 7.9130 13.6068 13.9235
H: 7.0605 12.1070 13.6090
H: 7.9997 12.9348 12.3372
H: 9.2090 10.9024 13.3411
H: 10.8147 13.5516 13.3386
H: 11.1066 11.9690 12.7709
C: 15.8707 13.3742 14.6824
C: 14.5991 13.8529 14.8102
C: 14.3945 15.0368 15.5478
N: 15.3556 15.7683 16.0872
C: 16.6064 15.3534 15.9302
C: 16.8912 14.1274 15.2593
H: 16.1295 12.4894 14.0963
H: 13.7449 13.2843 14.4486
H: 13.4083 15.3888 15.7140
H: 17.3531 16.0080 16.3801
H: 17.9264 13.8569 15.0148
C: 18.5685 17.3057 11.9116
C: 17.3311 16.7836 12.3538
C: 16.9336 15.5501 11.8633
N: 17.6971 14.8872 10.9442
C: 18.9131 15.3548 10.6153
C: 19.4023 16.5578 11.0745
H: 18.9128 18.2326 12.3100
H: 16.7515 17.3371 13.0508
H: 15.9642 15.1754 12.1422
H: 19.5294 14.7506 9.9738
H: 20.4133 16.8187 10.8675
C: 12.6705 17.8845 16.2628
C: 11.4767 17.1341 16.4164
C: 10.8397 16.5785 15.2780
N: 11.2580 16.8261 14.0339
C: 12.3318 17.6248 13.9271
C: 13.0578 18.1892 14.9472
H: 13.2192 18.2489 17.1351
H: 11.0942 16.8850 17.4003
H: 10.0302 15.9477 15.3426
H: 12.7805 17.7914 12.9172
H: 14.0291 18.6446 14.7732
Br: 11.5659 8.0551 15.5550
C: 13.3277 8.7931 16.1193
C: 13.2317 9.6262 17.3821
Br: 13.4990 8.4085 19.0065
H: 13.6129 9.2947 15.1924
H: 13.9830 7.9802 16.2708
H: 12.3901 10.2740 17.5785
H: 14.0968 10.2784 17.5043

charge = 0
lowest unoccupied orbital energy = 0.233 eV
SMILES string = C[C@H]1COC(=O)O1.C[C@H]1COC(=O)O1.C[C@H]1COC(=O)O1.C[C@H]1COC(=O)O1.c1ccncc1.c1ccncc1.c1ccncc1.BrCCBr
gap between HOMO and LUMO = 0.37217 Ha
E = -7498.456814 Ha


Formula: C33H44BrMoN3OS2Si
Source: the OMol25 dataset
Level of theory: ωB97M-V with the def2-TZVPD basis set

Geometry (Å):
Mo: -0.8238 -0.2387 -0.4127
C: 0.8615 3.4957 1.4204
C: 0.6231 2.0211 1.2410
N: 0.0444 1.5665 0.1770
N: -0.4324 2.5956 -0.6915
C: -1.7096 2.5406 -0.8038
S: -2.6978 1.2245 -0.1576
S: -2.3847 3.7643 -1.8761
C: -3.9538 4.1432 -1.0341
C: -3.7623 4.9435 0.2236
C: -3.4547 6.2991 0.1502
C: -3.2369 7.0382 1.2998
C: -3.3231 6.4290 2.5450
C: -3.6378 5.0823 2.6281
C: -3.8582 4.3433 1.4736
C: 0.9458 1.1257 2.3859
C: 1.2499 1.7546 3.6048
C: 1.4081 1.0698 4.7927
C: 1.2377 -0.3020 4.8021
C: 0.9608 -0.9571 3.6171
C: 0.8493 -0.2781 2.4116
O: 0.6880 -1.0421 1.2629
H: 0.6893 4.0297 0.4932
H: 1.8849 3.6717 1.7493
H: 0.1859 3.8970 2.1782
H: -4.4910 3.2128 -0.8522
H: -4.5104 4.7147 -1.7778
H: -3.3757 6.7751 -0.8193
H: -2.9998 8.0910 1.2264
H: -3.1543 7.0054 3.4444
H: -3.7178 4.6019 3.5943
H: -4.1039 3.2933 1.5433
H: 1.3462 2.8255 3.6301
H: 1.6417 1.6101 5.6992
H: 1.3206 -0.8676 5.7191
H: 0.8435 -2.0271 3.6203
Br: -2.1195 -2.3209 0.1909
C: 3.2679 -1.9324 2.0568
Si: 1.7460 -2.4518 1.0756
C: 2.3049 -2.4633 -0.7474
C: 1.2683 -2.8550 -1.8044
C: 2.8140 -1.0475 -1.0657
C: 3.4984 -3.4235 -0.9048
C: 0.9989 -4.0850 1.7726
C: 2.1377 -4.8104 2.5145
C: -0.1929 -3.9214 2.7468
C: 0.5297 -5.0226 0.6459
H: 3.2345 -2.2105 3.1059
H: 3.4022 -0.8513 2.0133
H: 4.1569 -2.3902 1.6299
H: 0.4015 -2.1907 -1.8315
H: 0.8896 -3.8638 -1.6732
H: 1.7361 -2.7970 -2.7926
H: 2.0267 -0.2933 -0.9913
H: 3.1895 -1.0263 -2.0920
H: 3.6338 -0.7478 -0.4123
H: 3.2585 -4.4538 -0.6428
H: 4.3664 -3.1219 -0.3218
H: 3.8021 -3.4220 -1.9550
H: 2.4440 -4.2826 3.4165
H: 3.0239 -4.9491 1.8923
H: 1.7919 -5.8019 2.8157
H: 0.1371 -3.9965 3.7848
H: -0.9113 -4.7246 2.5827
H: -0.7472 -2.9946 2.6219
H: 1.3051 -5.2334 -0.0879
H: -0.3392 -4.6180 0.1316
H: 0.2401 -5.9773 1.0934
C: 1.2259 1.3809 -3.5298
C: 0.1852 0.5524 -4.2232
C: 0.1557 0.4685 -5.6089
C: -0.8107 -0.2824 -6.2578
C: -1.7757 -0.9525 -5.5244
C: -1.7893 -0.8984 -4.1372
C: -2.8322 -1.6293 -3.3493
C: -0.7869 -0.1544 -3.5003
N: -0.7567 -0.1125 -2.1105
H: 1.6578 2.1020 -4.2229
H: 2.0347 0.7545 -3.1521
H: 0.8046 1.9222 -2.6823
H: 0.8970 1.0107 -6.1822
H: -0.8198 -0.3341 -7.3375
H: -2.5419 -1.5244 -6.0321
H: -3.6952 -1.8464 -3.9762
H: -3.1591 -1.0537 -2.4831
H: -2.4413 -2.5745 -2.9670

charge = 0
lowest unoccupied orbital energy = -0.413 eV
gap between HOMO and LUMO = 0.23922 Ha
energy above the lowest of the compared OMol25 structures with the same formula, charge and spin = 0.0 kcal per mole
E = -5251.570620 Ha